# 1
Entry from OMol25: C23H48N2O2P2Pb as an isolated structure (wB97M-V/def2-TZVPD).

Summary:
- Relative energy (zero: lowest compared OMol25 entry of this formula, charge and spin): 205.94 kcal/mol
- E_tot: -2038.65100 Ha
- Multiplicity: 1
- Net charge: +4
- Lowest unoccupied orbital energy (spin up / spin down): -15.37 / -15.37 eV
- HOMO-LUMO gap (spin up / spin down): 6.10 / 6.10 eV

XYZ file:
```
78
Properties=species:S:1:pos:R:3:mulliken_charge:R:1
Pb 0.0000 0.0000 0.0000 2.2908
C -0.7151 0.8152 -1.6717 -0.4402
O -1.1331 1.2975 -2.6529 -0.0371
C 1.3073 -1.2605 -0.9274 0.1541
O 2.0505 -1.9219 -1.5358 -0.1365
P 1.6978 1.8368 0.0462 -0.6402
C 3.1405 1.5961 1.2138 0.6335
H 3.8170 2.4449 1.0635 1.0335
C 2.5142 2.3264 -1.5842 1.1611
H 2.6736 1.3519 -2.0652 0.4085
C 0.9746 3.4650 0.6423 0.3517
H 0.5878 3.1963 1.6332 0.5936
C -3.5400 -0.9149 0.0776 0.6614
P -1.8429 -1.6855 -0.1570 -0.2253
H -2.4766 -3.8404 0.7652 1.0630
H -3.4599 -0.4821 1.0826 0.5547
C -2.0442 -2.6261 -1.7817 0.6706
H -3.1083 -2.8975 -1.7618 0.5690
C 1.6512 3.1906 -2.5188 -1.6928
H 1.8644 4.2550 -2.3760 0.3830
H 0.5793 3.0376 -2.3817 0.3269
H 1.8946 2.9462 -3.5598 0.4647
C 3.8891 2.9832 -1.4096 -1.5878
H 4.1192 3.5831 -2.2987 0.4365
H 4.6793 2.2425 -1.2804 0.3746
H 3.9063 3.6497 -0.5422 0.3624
C 1.9528 4.6370 0.8055 -1.6006
H 2.8519 4.3677 1.3677 0.3922
H 1.4543 5.4509 1.3457 0.4527
H 2.2592 5.0339 -0.1672 0.3544
C -0.2213 3.8965 -0.2178 -1.3096
H -0.9507 4.4239 0.4077 0.4328
H -0.7182 3.0405 -0.6775 0.2230
H 0.0873 4.5808 -1.0157 0.3709
C 2.6840 1.5922 2.6778 -1.3809
H 2.7331 2.5869 3.1291 0.2988
H 3.3238 0.9222 3.2640 0.4304
H 1.6523 1.2335 2.7683 0.1468
C 3.8934 0.3029 0.8753 -1.9648
H 3.2757 -0.5733 1.0965 0.6428
H 4.8096 0.2356 1.4740 0.5699
H 4.1715 0.2493 -0.1811 0.3868
C -4.7413 -1.8705 0.0558 -1.6549
H -4.4962 -2.8728 0.4198 0.4412
H -5.1554 -1.9608 -0.9530 0.4626
H -5.5343 -1.4685 0.6978 0.4169
C -3.7723 0.2414 -0.9047 -1.3363
H -3.7961 -0.1136 -1.9408 0.2518
C -0.4203 -3.5803 1.3417 -1.0950
H -2.9944 1.0024 -0.8243 0.2318
H -4.7391 0.7126 -0.6935 0.5402
C -2.4218 -2.5339 2.4702 -1.5717
H 0.0859 -3.0541 2.1575 0.4828
H -0.4625 -4.6461 1.5963 0.3639
H 0.1975 -3.4676 0.4464 0.0301
C -1.8393 -3.0327 1.1421 0.1159
H -2.0101 -3.1211 3.2996 0.4277
H -3.5113 -2.6209 2.5027 0.3601
H -2.1641 -1.4829 2.6440 0.3313
C -1.2187 -3.9182 -1.9005 -1.3421
H -0.1462 -3.6980 -1.9113 0.2638
H -1.4596 -4.4115 -2.8498 0.4678
H -1.4114 -4.6299 -1.0959 0.3708
C -1.8141 -1.7591 -3.0258 -1.3417
H -2.2771 -0.7765 -2.9270 0.1586
H -2.2469 -2.2593 -3.9007 0.4862
H -0.7472 -1.6116 -3.2181 0.3125
H 0.3670 -1.0579 1.5417 1.2767
H 0.9665 -0.4622 1.5765 -0.9400
N 1.9814 -1.7216 2.7160 -0.3087
C 2.8160 -2.7136 3.0358 -0.5966
C 3.0334 -3.4558 1.9339 -0.8374
C 2.2968 -2.8675 0.9319 -0.7224
N 1.5685 -1.7344 1.3636 0.0493
H 1.6819 -1.0219 3.4357 0.3477
H 3.2353 -2.8768 4.0199 0.5242
H 3.6562 -4.3370 1.8565 0.5606
H 2.3357 -3.3665 -0.0131 0.2927
```


# 2
Entry from OMol25: a 3-piece molecular cluster, C23H48N4O5 overall (wB97M-V/def2-TZVPD).

Summary:
- Relative energy (zero: lowest compared OMol25 entry of this formula, charge and spin): 48.39 kcal/mol
- E_tot: -1500.17632 Ha
- Multiplicity: 3
- Net charge: 0
- Lowest unoccupied orbital energy (spin up / spin down): 0.70 / 0.09 eV
- HOMO-LUMO gap (spin up / spin down): 8.98 / 9.25 eV
- ⟨S²⟩: 2.01

XYZ file:
```
80
Properties=species:S:1:pos:R:3:mulliken_charge:R:1
C -1.9479 4.9869 -2.5695 -1.4420
C -2.0752 3.5862 -1.9662 0.3267
N -1.8859 3.7500 -0.5208 -0.4662
O -1.6102 2.4966 0.0959 -0.2080
C -0.2844 2.2730 0.0841 0.3159
O 0.2622 1.8695 -0.8439 -0.3311
N 0.3373 2.5372 1.3378 -0.2035
C 1.6800 3.0974 1.1483 -0.4644
C 1.6283 4.5134 0.6088 -0.2297
O 1.5497 5.4598 1.6567 -0.5823
H -2.6069 5.6335 -2.0110 0.3653
H -0.9333 5.3196 -2.4338 0.3152
H -2.2138 4.9599 -3.6156 0.4019
H -1.3066 2.9641 -2.3925 -0.2045
H -3.0545 3.1867 -2.2027 0.3858
H -2.7945 3.9964 -0.1515 0.2968
H 0.4863 1.6083 1.7323 0.2188
H 2.1736 3.1504 2.1064 0.4549
H 2.3125 2.4782 0.5121 0.3560
H 2.5675 4.7149 0.1223 0.3492
H 0.8022 4.6452 -0.0843 0.0452
H 0.7005 5.3563 2.1034 0.3314
C 1.1632 -3.7763 4.6994 -1.8392
C 1.5502 -2.5482 3.8494 1.8277
C 3.0434 -2.2750 4.0195 -1.2917
C 3.3830 -1.7297 5.4057 -0.4712
C 2.5475 -0.4899 5.7232 -1.2598
C 1.0424 -0.6653 5.5005 1.7816
N 0.7364 -1.3468 4.2059 0.2035
O 0.8181 -0.4921 3.2546 -0.3783
C 0.4026 -1.4427 6.6678 -1.7044
C 0.3826 0.7126 5.5571 -1.8313
C 1.2479 -2.9716 2.4130 -1.9512
H 1.5831 -4.6783 4.2542 0.4663
H 1.5500 -3.7518 5.7148 0.3413
H 0.0805 -3.9018 4.7430 0.3706
H 3.3791 -1.5575 3.2636 0.3229
H 3.6045 -3.1945 3.8393 0.3884
H 3.2312 -2.4942 6.1721 0.3201
H 4.4432 -1.4714 5.4445 0.3906
H 2.7244 -0.1862 6.7569 0.3818
H 2.9102 0.3320 5.0971 0.3485
H -0.6571 -1.6174 6.4770 0.3812
H 0.4809 -0.8683 7.5911 0.4576
H 0.8705 -2.4016 6.8747 0.2906
H 0.8274 1.4158 4.8544 0.2893
H 0.5041 1.1350 6.5541 0.4338
H -0.6859 0.6485 5.3459 0.4552
H 0.1811 -3.1639 2.2843 0.4756
H 1.7854 -3.8889 2.1750 0.4350
H 1.5491 -2.2226 1.6824 0.3430
C -0.0832 0.0869 -3.3912 -1.9320
C -1.0802 -1.0851 -3.2982 2.1406
C -0.3618 -2.3827 -3.6622 -1.5445
C -0.0284 -2.4661 -5.1520 -0.4514
C -1.2814 -2.2609 -6.0046 -1.3118
C -2.0979 -1.0170 -5.6410 1.6556
N -2.2757 -0.8703 -4.1669 0.4752
O -3.2223 -1.6481 -3.7797 -0.6235
C -1.4476 0.2545 -6.2218 -1.6833
C -3.4512 -1.1044 -6.3457 -1.8159
C -1.4988 -1.1036 -1.8291 -1.8224
H 0.6366 0.0280 -2.5780 0.6165
H 0.5144 0.0909 -4.3006 0.2805
H -0.5925 1.0454 -3.3057 0.2275
H -0.9827 -3.2422 -3.3889 0.3619
H 0.5554 -2.4684 -3.0752 0.3699
H 0.7354 -1.7316 -5.4205 0.3141
H 0.4036 -3.4444 -5.3735 0.4267
H -1.0010 -2.2118 -7.0592 0.3881
H -1.9126 -3.1491 -5.8975 0.3723
H -1.9984 1.1432 -5.9096 0.3544
H -1.4636 0.2227 -7.3119 0.4771
H -0.4056 0.3888 -5.9439 0.2830
H -3.9787 -2.0289 -6.1170 0.3679
H -3.3039 -1.0763 -7.4253 0.4246
H -4.0944 -0.2668 -6.0712 0.4451
H -2.0159 -0.1794 -1.5638 0.3368
H -0.6178 -1.1879 -1.1930 0.4617
H -2.1524 -1.9413 -1.5899 0.3963
```